C27H66F4IN6NbO9P3 | ωB97M-V/def2-TZVPD

Geometry (Å):
I (-0.8855, 1.6508, -2.2627)
Nb (-0.4168, 3.5505, -0.1791)
P (-0.0194, 5.4307, 1.5821)
P (-1.0505, -4.0512, 3.7623)
P (-1.2076, -2.5797, -5.0898)
F (0.3961, 0.7174, 3.7749)
F (-0.3423, 2.7752, 3.9805)
F (1.7043, 2.3080, 4.3798)
F (-2.9987, 2.6517, 2.4923)
O (1.4338, 5.3022, 2.3585)
O (-1.8699, 6.0403, -1.4313)
O (-0.0107, 6.7365, 0.8709)
O (-1.1604, 5.4826, 2.7674)
O (5.9237, 4.5664, 1.2419)
O (-0.9563, -4.3024, 2.2727)
O (-0.0351, -1.6891, -4.7188)
O (1.0422, 2.2933, 2.3390)
O (-2.9918, 7.3442, -2.7676)
N (0.5513, -3.4291, 3.9640)
N (-1.5284, -3.6148, 5.3997)
N (-1.0972, -2.2553, -6.7883)
N (-0.3580, -4.0572, -4.7345)
N (-1.1033, -5.7232, 4.2151)
N (-2.7211, -3.4386, -5.3699)
C (2.5418, 2.3487, -0.7857)
C (-1.6991, -2.1490, 5.5785)
C (0.6647, 2.0118, 3.5630)
C (-3.7715, -2.5808, -5.9841)
C (6.2344, 3.1653, 1.2961)
C (0.0344, 1.8957, 1.3186)
C (-0.9330, -3.2678, -7.8104)
C (-1.9642, 7.1303, -2.2254)
C (-2.6025, 3.7540, 0.3249)
C (-1.4045, -6.6861, 3.1615)
C (-3.3405, -3.9404, -4.1176)
C (3.4861, 2.0205, 0.4150)
C (-3.3141, 2.6474, 1.1258)
C (5.9469, 2.5650, -0.1038)
C (-0.0154, -4.2366, -3.3218)
C (-0.2091, -6.3409, 5.1730)
C (-0.5068, -5.3408, -5.3898)
C (-2.8390, -4.1955, 5.7999)
C (1.7914, 3.7137, -0.5971)
C (-0.7413, 5.1828, -1.7667)
C (-0.3576, -1.0610, -7.1852)
C (4.8551, 1.4720, -0.0907)
C (1.3948, -3.5302, 5.1377)
C (-3.3058, 1.2384, 0.5266)
C (-0.7721, 8.0696, -2.3716)
C (5.1855, 4.9828, 2.3834)
C (0.8129, -2.1764, 3.2447)
H (2.4118, -3.2136, 4.8945)
H (0.0859, -3.6766, -7.8178)
H (-2.8158, -5.2808, 5.8281)
H (-3.4921, -2.2367, -6.9755)
H (4.7386, 1.0905, -1.1146)
H (-0.4032, -5.2777, -6.4684)
H (1.9234, 4.2992, -1.5263)
H (1.0622, -2.9126, 5.9843)
H (0.2948, -6.0149, -5.0772)
H (-1.7248, -7.6389, 3.5946)
H (-1.6519, -4.0804, -7.6978)
H (3.0067, 1.2246, 1.0044)
H (-4.3269, -4.3586, -4.3206)
H (-0.1475, -5.7686, 6.0995)
H (-4.6928, -3.1530, -6.1116)
H (-0.6113, -0.2104, -6.5577)
H (-1.1311, -2.8508, -8.8028)
H (-2.1060, -1.9299, 6.5660)
H (-4.0256, 0.5914, 1.0492)
H (-4.3860, 2.9305, 1.1203)
H (-3.0968, -3.8728, 6.8105)
H (-0.0534, 7.5936, -3.0500)
H (5.7293, 3.3714, -0.8147)
H (-3.1429, 3.8504, -0.6349)
H (-0.2757, 8.2008, -1.3975)
H (-3.4463, -3.1504, -3.3697)
H (0.7021, -5.0473, -3.1857)
H (4.9934, 6.0565, 2.2515)
H (-0.8254, 1.4218, 1.8101)
H (7.2879, 3.0268, 1.5963)
H (-2.7635, -4.7528, -3.6784)
H (1.5049, -4.5518, 5.4907)
H (-1.4567, -5.8505, -5.1697)
H (5.7679, 4.8766, 3.3156)
H (4.2217, 4.4577, 2.4603)
H (-3.7129, 1.3499, -0.4925)
H (-0.7475, -1.6218, 5.5314)
H (-0.8928, -4.4578, -2.6998)
H (-3.6396, -3.8897, 5.1197)
H (-3.9864, -1.7032, -5.3675)
H (-0.5314, -6.8786, 2.5260)
H (3.2066, 2.4835, -1.6574)
H (-2.3660, -1.7208, 4.8263)
H (1.3190, 5.3494, 3.3208)
H (1.9012, 1.4846, -0.9957)
H (-2.3184, 0.7834, 0.4098)
H (0.7981, -6.4790, 4.7589)
H (3.6490, 2.8783, 1.0754)
H (-1.6556, 6.3116, 2.6821)
H (0.2119, 5.7371, -1.8356)
H (0.4822, -2.2471, 2.2070)
H (-0.9112, 4.7617, -2.7761)
H (-0.6132, -0.7765, -8.2104)
H (-0.5834, -7.3249, 5.4728)
H (-1.1032, 9.0509, -2.7203)
H (5.1593, 0.6615, 0.5898)
H (0.7263, -1.2213, -7.1371)
H (5.5998, 2.7090, 2.0753)
H (1.8785, -1.9431, 3.2140)
H (0.2986, -1.3315, 3.6945)
H (2.3621, 4.2798, 0.1588)
H (-2.7995, 4.7037, 0.8487)
H (0.5367, 1.0885, 0.7484)
H (0.4517, -3.3370, -2.9192)
H (6.8780, 2.0780, -0.4444)
H (-2.2228, -6.3434, 2.5333)

Summary:
**Kohn-Sham gap**: 6.80 eV
**Multiplicity**: 1
**Total charge**: -1
**Energy**: -104822.4674 eV

Atomic partial charges in e from the Löwdin method, atoms 1 to 6: 0.197, 1.464, 0.411, 0.720, 0.741, 0.130

=====

C36H50BN6OSZn | ωB97M-V/def2-TZVPD

Geometry (Å):
Zn (10.4282, 11.6766, 8.8577)
S (11.1826, 14.2446, 7.1648)
O (11.1081, 13.5133, 8.5752)
N (9.6201, 10.0324, 10.9837)
N (10.6630, 8.8691, 9.0255)
N (8.4943, 11.0601, 8.2617)
N (11.3764, 9.9013, 8.5564)
N (9.8642, 11.4078, 10.8157)
N (8.3522, 9.7972, 8.6888)
C (10.2779, 16.3761, 8.7435)
C (6.6232, 10.1966, 7.3632)
C (7.3014, 9.2488, 8.1143)
C (10.5457, 13.2842, 12.3153)
C (10.2596, 10.7997, 12.9359)
C (14.7303, 15.1490, 5.8179)
C (6.7941, 7.8374, 8.2976)
C (8.5144, 17.7754, 8.0258)
C (12.4049, 9.4304, 7.8889)
C (8.4680, 17.1373, 6.7715)
C (7.1200, 12.7511, 6.9657)
C (12.3788, 8.0402, 7.9130)
C (12.3832, 11.1287, 6.1094)
C (13.4276, 14.7082, 5.8701)
C (7.9183, 13.1477, 5.6984)
C (13.3483, 10.3909, 7.0965)
C (7.4477, 11.3563, 7.4633)
C (11.2637, 7.7338, 8.6842)
C (9.4142, 16.1417, 6.5323)
C (10.8295, 13.4333, 13.8390)
C (12.8211, 14.7687, 7.1375)
C (11.8944, 13.6649, 11.6563)
C (9.3688, 17.3783, 9.0075)
C (9.3643, 14.0053, 11.7763)
C (14.0265, 11.2781, 8.1299)
C (10.7066, 6.4336, 9.0846)
C (10.3185, 11.8469, 12.0026)
C (14.3882, 9.6702, 6.2097)
C (5.6344, 12.9764, 6.6766)
C (9.8177, 9.6861, 12.2525)
C (9.5862, 8.2656, 12.7124)
C (14.5294, 15.9608, 8.0758)
C (10.3213, 15.7358, 7.5035)
C (7.5463, 13.6687, 8.1327)
C (13.3551, 15.3046, 8.2726)
C (15.2975, 15.8462, 6.9202)
B (9.2768, 9.1591, 9.7498)
H (12.8818, 14.2607, 5.0540)
H (11.0512, 14.4114, 14.0937)
H (9.5028, 8.2426, 13.7875)
H (5.4822, 14.1220, 6.6232)
H (12.2530, 14.6727, 11.9674)
H (12.8571, 12.0665, 5.7754)
H (11.8385, 12.9305, 14.0795)
H (12.2584, 10.4942, 5.2319)
H (5.0990, 12.6407, 7.5619)
H (12.6144, 13.0145, 12.0751)
H (8.7957, 8.1805, 10.1724)
H (15.2929, 15.1185, 4.9566)
H (10.8948, 6.2773, 10.1532)
H (11.8710, 13.4714, 10.5880)
H (13.0090, 7.3353, 7.3845)
H (14.9096, 10.4257, 5.5470)
H (12.8635, 15.2240, 9.1665)
H (9.3200, 14.9965, 12.2088)
H (8.9573, 13.0613, 5.9286)
H (14.9223, 16.5158, 8.9247)
H (14.7097, 11.9740, 7.6493)
H (15.0992, 9.1554, 6.8667)
H (7.0103, 13.3088, 9.0525)
H (7.5309, 7.2556, 8.8681)
H (7.6717, 12.4080, 4.9573)
H (5.8759, 7.8553, 8.9261)
H (5.6871, 10.1528, 6.8602)
H (9.3330, 17.7329, 10.0536)
H (10.4488, 7.6181, 12.4178)
H (9.4224, 15.5367, 5.6079)
H (7.6322, 17.3900, 6.1447)
H (16.3407, 16.2364, 6.9176)
H (7.6336, 14.1567, 5.4416)
H (9.6192, 6.4462, 8.9788)
H (6.5542, 7.4038, 7.2702)
H (8.6425, 13.5634, 8.3227)
H (9.9973, 13.0390, 14.4143)
H (10.9246, 15.9765, 9.5018)
H (9.4025, 14.0972, 10.6603)
H (5.2821, 12.5581, 5.7505)
H (8.4156, 13.4678, 12.0310)
H (11.4328, 11.3808, 6.5260)
H (14.6350, 10.6469, 8.7429)
H (8.6730, 7.8301, 12.3150)
H (11.0986, 5.6177, 8.4614)
H (10.4611, 11.0516, 13.9344)
H (7.7501, 18.5473, 8.2106)
H (13.8693, 8.9219, 5.5221)
H (7.4006, 14.7437, 7.8716)
H (13.2310, 11.8547, 8.6172)

Summary:
**Kohn-Sham gap**: 8.39 eV
**Multiplicity**: 1
**Total charge**: +1
**Energy**: -109058.6164 eV

Atomic partial charges in e from the Löwdin method, atoms 1 to 6: 0.725, 1.108, -0.565, 0.044, 0.045, 0.053